A molecular structure, C39H43As2ClSi2Sn. Source: OMol25; level of theory: wB97M-V/def2-TZVPD.

The value obtained for the LUMO energy (spin up / spin down) is 0.29 / 0.29 eV. For the HOMO-LUMO gap (spin up / spin down), the calculation gives 6.052 / 6.052 eV. The relative energy (zero: lowest compared OMol25 entry of this formula, charge and spin) is 0.0 kJ/mol.

Element x y z (Å)
C1 0.6118 -1.4504 1.1341
C2 1.5227 -1.5055 0.0416
C3 2.4400 -0.4149 0.1633
H1 1.5877 -2.3013 -0.7005
C4 2.0914 0.3197 1.3731
C5 0.9461 -0.3385 1.9506
H2 0.4816 -0.0675 2.9005
H3 -0.1496 -2.1954 1.3601
H4 3.3384 -0.2429 -0.4221
H5 2.6971 1.1035 1.8230
Sn1 0.5981 1.1235 -0.3064
Si1 1.6999 2.4475 -3.4891
C6 1.8254 0.8154 -4.5007
C7 1.4283 0.8718 -5.8360
H6 0.9077 1.7416 -6.2232
C8 1.7063 -0.1755 -6.7038
H7 1.4988 -0.0580 -7.7759
C9 2.2461 -1.3713 -6.1953
H8 2.4222 -2.2015 -6.8704
C10 2.4875 -1.4960 -4.8114
H9 2.8526 -2.4527 -4.4185
C11 2.2260 -0.4169 -3.9628
H10 2.3115 -0.5506 -2.8831
C12 3.4433 2.4546 -2.5364
C13 4.4615 1.3021 -2.4594
H11 4.1953 0.3575 -2.9337
C14 5.4709 1.3070 -1.4141
H12 6.3568 0.6701 -1.5296
C15 5.2437 2.0193 -0.2784
H13 5.9121 1.9215 0.5826
C16 4.1885 2.9364 -0.2239
H14 3.9845 3.4233 0.7262
C17 3.3578 3.2089 -1.2976
H15 2.5425 3.9307 -1.2075
H16 1.3122 1.4789 -2.3336
Si2 5.0461 2.6319 -3.5848
C18 6.0262 4.1343 -3.2593
C19 7.3152 4.1111 -3.8491
H17 7.4738 3.5440 -4.7610
C20 8.3688 4.7206 -3.1744
H18 9.3863 4.6294 -3.5630
C21 8.1257 5.4152 -1.9836
H19 8.9603 5.7737 -1.3858
C22 6.8154 5.6639 -1.5601
H20 6.6276 6.2905 -0.6857
C23 5.7512 5.0850 -2.2575
H21 4.7188 5.2839 -1.9761
C24 5.0150 1.9072 -5.2810
C25 5.6898 0.7456 -5.7203
H22 6.2208 0.1297 -5.0000
C26 5.6971 0.4539 -7.0910
H23 6.2593 -0.4225 -7.4560
C27 5.0287 1.2752 -7.9958
H24 5.0256 1.0418 -9.0533
C28 4.3405 2.4227 -7.5612
H25 3.8406 3.0745 -8.2597
C29 4.3404 2.7240 -6.1972
H26 3.8269 3.6189 -5.8368
H27 1.0565 3.2002 -4.5816
Cl1 0.0669 3.6243 -2.2727
C30 -2.9637 3.7296 0.7336
As1 -1.6273 2.3244 1.1075
C31 -1.1043 2.7930 2.9257
C32 -2.8391 0.7906 1.4346
C33 -3.6143 0.7512 2.5950
C34 -4.4874 -0.3287 2.8283
C35 -4.5752 -1.3670 1.9005
C36 -3.8018 -1.3244 0.7295
C37 -2.9406 -0.2569 0.4873
As2 -1.8951 -0.1557 -1.2044
C38 -1.9345 -2.0334 -1.7394
C39 -3.2708 0.6015 -2.3525
H28 -2.4630 4.4455 0.0695
H29 -3.2441 4.1922 1.6881
H30 -3.8276 3.2708 0.2378
H31 -1.9331 3.3351 3.3955
H32 -0.8628 1.8742 3.4707
H33 -0.2209 3.4378 2.8253
H34 -3.5323 1.5489 3.3385
H35 -5.0829 -0.3545 3.7453
H36 -5.2485 -2.2072 2.0831
H37 -3.8917 -2.1322 0.0058
H38 -2.8496 -2.1956 -2.3274
H39 -1.0387 -2.1975 -2.3577
H40 -1.9195 -2.6703 -0.8446
H41 -4.0116 -0.1794 -2.5572
H42 -3.7370 1.4454 -1.8329
H43 -2.7748 0.9347 -3.2720

A molecular structure, C39H43BrFKN9O4Si. Source: OMol25; level of theory: wB97M-V/def2-TZVPD.

The value obtained for the LUMO energy (spin up / spin down) is 1.41 / 1.37 eV. For the HOMO-LUMO gap (spin up / spin down), the calculation gives 3.906 / 5.477 eV. Its total charge is -1. The relative energy (zero: lowest compared OMol25 entry of this formula, charge and spin) is 33.9 kJ/mol.

Element x y z (Å)
K1 -0.9346 -0.5535 -0.7576
Br1 -6.4202 -4.4801 -0.8909
C1 -4.7693 -3.7775 -0.2358
C2 -3.6531 -4.6243 -0.1340
C3 -2.4637 -4.1326 0.3128
C4 -2.2772 -2.7523 0.6770
O1 -1.1389 -2.3100 0.9987
C5 -3.4764 -1.9453 0.6590
C6 -3.5146 -0.6076 1.2129
N1 -2.5082 -0.0114 1.7185
C7 -2.5667 1.1629 2.4285
C8 -3.2581 1.2776 3.6125
C9 -3.1934 2.4591 4.3835
C10 -2.4503 3.5260 3.9740
C11 -1.7362 3.4514 2.7489
C12 -0.9763 4.5315 2.2434
C13 -0.3460 4.4058 1.0436
C14 -0.4583 3.1846 0.3391
N2 -1.1306 2.1551 0.7821
C15 -1.7802 2.2767 1.9739
C16 -4.6807 -2.4764 0.1641
H1 -3.7428 -5.6636 -0.4260
H2 -1.5886 -4.7683 0.3742
H3 -4.4984 -0.1121 1.1970
H4 -3.8275 0.4262 3.9623
H5 -3.7434 2.5082 5.3156
H6 -2.3996 4.4348 4.5611
H7 -0.9213 5.4515 2.8153
H8 0.2254 5.2195 0.6169
H9 -0.0002 3.0828 -0.6386
H10 -5.5566 -1.8374 0.1297
F1 5.6722 -2.2186 -3.4127
C17 4.8038 -1.3359 -3.9487
C18 3.6318 -1.0748 -3.2964
C19 2.7507 -0.1110 -3.7962
C20 1.4534 0.1093 -3.1000
O2 1.1485 -0.6111 -2.1460
C21 0.6366 1.1644 -3.6415
C22 1.0717 1.8269 -4.7351
N3 2.2341 1.5791 -5.4133
C23 2.5961 2.4016 -6.5387
C24 2.4175 3.8830 -6.4243
C25 3.7974 3.2935 -6.4220
C26 3.0875 0.5956 -4.9547
C27 4.2684 0.2625 -5.6393
C28 5.1407 -0.6913 -5.1529
N4 6.3281 -0.9508 -5.8822
C29 6.8900 -2.2975 -5.8739
C30 7.8199 -2.4441 -7.0612
N5 8.9007 -1.4261 -6.9802
C31 8.3420 -0.0521 -6.9090
C32 7.3758 0.0586 -5.7486
C33 -0.7014 1.5981 -3.0109
O3 -0.8244 2.8273 -2.8781
O4 -1.4750 0.6659 -2.7223
H11 3.3766 -1.5885 -2.3772
H12 0.4780 2.6396 -5.1306
H13 2.4050 1.9531 -7.5080
H14 2.0414 4.2634 -5.4855
H15 2.0742 4.4123 -7.3011
H16 4.3255 3.2776 -5.4786
H17 4.4196 3.4143 -7.2982
H18 4.5139 0.7465 -6.5738
H19 6.0838 -3.0283 -5.9528
H20 7.4403 -2.5094 -4.9501
H21 7.2902 -2.2638 -7.9947
H22 8.3114 -3.4184 -7.0981
H23 9.6111 -1.5218 -7.8131
H24 9.4801 -1.6056 -6.1313
H25 7.8220 0.1184 -7.8506
H26 9.1912 0.6302 -6.8287
H27 6.9252 1.0520 -5.7552
H28 7.9142 -0.0589 -4.7961
C34 3.8681 -1.8854 3.5720
Si1 2.3026 -1.6330 2.5568
C35 2.3362 -2.8242 1.1208
C36 0.8336 -2.0233 3.6331
C37 2.2288 0.1030 1.9425
H29 3.9195 -2.9157 3.9290
H30 3.8853 -1.2238 4.4410
H31 4.7647 -1.6806 2.9826
H32 2.5381 -3.8373 1.4753
H33 3.1003 -2.5616 0.3845
H34 1.3588 -2.8214 0.6360
H35 0.9840 -2.9769 4.1446
H36 -0.0630 -2.0906 3.0113
H37 0.6671 -1.2517 4.3888
H38 2.3835 0.3715 0.9032
H39 1.8536 0.9153 2.5557
N6 0.7384 -2.8609 -3.9817
C38 -0.1704 -2.8647 -4.9825
N7 0.3230 -3.0108 -6.2554
N8 -1.4629 -2.8121 -4.8290
C39 -1.8607 -2.7055 -3.5589
N9 -2.1971 -2.6128 -2.4586
H40 1.7068 -2.7018 -4.1988
H41 0.4354 -2.5208 -3.0796
H42 1.2216 -2.5970 -6.4425
H43 -0.3744 -2.8254 -6.9591

A molecular structure, C39H43CaF6N6OSSb. Source: OMol25; level of theory: wB97M-V/def2-TZVPD.

The value obtained for the LUMO energy (spin up / spin down) is -3.65 / -4.44 eV. For the HOMO-LUMO gap (spin up / spin down), the calculation gives 7.198 / 6.415 eV. Its expectation value of S² is 0.76. Its multiplicity is 2. Its total charge is +1. The relative energy (zero: lowest compared OMol25 entry of this formula, charge and spin) is 64.6 kJ/mol.

Element x y z (Å)
Ca1 0.7844 -0.3209 -0.8937
C1 -2.2514 1.3958 3.4314
C2 -2.5567 0.1766 2.6100
C3 -1.8821 -1.0202 2.8194
C4 -2.2578 -2.1845 2.1563
C5 -1.6286 -3.5050 2.4922
C6 -3.3143 -2.1298 1.2539
C7 -4.0108 -0.9477 1.0301
C8 -5.2402 -0.9320 0.1692
C9 -3.6026 0.2019 1.6935
H1 -3.0255 1.5352 4.1886
H2 -2.2219 2.2987 2.8199
H3 -1.2948 1.3031 3.9460
H4 -1.0883 -1.0622 3.5575
H5 -2.2766 -4.0660 3.1678
H6 -0.6690 -3.3782 2.9905
H7 -1.4836 -4.1184 1.6026
H8 -3.6322 -3.0369 0.7509
H9 -6.1296 -1.0659 0.7878
H10 -5.2262 -1.7357 -0.5638
H11 -5.3502 0.0177 -0.3546
H12 -4.1474 1.1259 1.5399
C10 -3.9810 -2.0162 -4.3206
C11 -3.8759 -1.0627 -3.3171
C12 -2.8358 -1.1317 -2.4036
C13 -1.9193 -2.1755 -2.4945
C14 -2.0237 -3.1425 -3.4942
C15 -3.0576 -3.0499 -4.4077
N1 -0.8607 -2.1797 -1.5603
N2 -0.3573 -3.2950 -1.3480
C16 0.6638 -3.3510 -0.3736
C17 1.3642 -4.5495 -0.3180
C18 2.2979 -4.7059 0.6952
C19 2.4663 -3.6745 1.6081
C20 1.7196 -2.5126 1.4520
N3 0.8364 -2.3419 0.4768
H13 -4.7875 -1.9573 -5.0389
H14 -4.6019 -0.2657 -3.2468
H15 -2.7352 -0.4018 -1.6118
H16 -1.2967 -3.9381 -3.5505
H17 -3.1468 -3.7874 -5.1927
H18 1.1530 -5.3236 -1.0402
H19 2.8692 -5.6196 0.7795
H20 3.1675 -3.7538 2.4253
H21 1.8419 -1.6792 2.1325
C21 0.7842 3.1451 5.6177
C22 1.6604 2.7494 4.4216
C23 3.0214 3.4547 4.5202
C24 1.8970 1.2387 4.4660
C25 0.9925 3.1803 3.1237
C26 0.6648 4.5389 2.9357
C27 0.1008 5.0070 1.7731
C28 -0.1260 4.0957 0.7461
S1 -0.7629 4.3723 -0.8366
C29 -0.5695 2.6891 -1.1728
N4 -0.0784 1.9594 -0.2093
C30 0.1876 2.7409 0.9020
C31 0.7263 2.2859 2.1084
C32 -0.8951 2.1624 -2.4930
C33 -1.6997 2.8523 -3.4148
C34 -1.9369 2.3281 -4.6744
C35 -1.3887 1.1149 -5.0611
C36 -0.5914 0.3903 -4.1686
C37 -0.4172 0.9544 -2.9390
H22 1.2394 2.7959 6.5440
H23 -0.2102 2.7047 5.5406
H24 0.6687 4.2244 5.6951
H25 3.5156 3.1843 5.4534
H26 2.9137 4.5380 4.5012
H27 3.6670 3.1645 3.6910
H28 2.3654 0.9765 5.4141
H29 2.5654 0.9147 3.6665
H30 0.9627 0.6773 4.3944
H31 0.8663 5.2454 3.7277
H32 -0.1418 6.0535 1.6565
H33 0.9335 1.2354 2.2235
H34 -2.1331 3.8046 -3.1361
H35 -2.5560 2.8801 -5.3676
H36 -1.5822 0.7155 -6.0476
H37 -0.1708 -0.5695 -4.4359
F1 2.1997 0.2440 0.7111
Sb1 3.9555 0.5864 -0.1009
F2 3.9202 2.3680 0.4744
F3 4.8089 0.0870 1.4950
F4 5.4296 0.7894 -1.2474
F5 3.8500 -1.2522 -0.5889
F6 2.7516 1.0900 -1.5431
C38 3.9715 -0.0928 -5.1120
N5 2.8516 -0.3085 -4.2146
C39 2.7474 -1.3480 -3.3671
N6 3.6311 -2.3671 -3.4825
O1 1.8387 -1.3922 -2.5139
H38 3.7668 0.7874 -5.7154
H39 4.0813 -0.9386 -5.7917
H40 4.9036 0.0708 -4.5656
H41 2.2875 0.4851 -3.9607
H42 4.4940 -2.2463 -3.9832
H43 3.6436 -3.0040 -2.7050

A molecular structure, C39H43ClP2RuSi2. Source: OMol25; level of theory: wB97M-V/def2-TZVPD.

The value obtained for the LUMO energy (spin up / spin down) is -2.49 / -4.08 eV. For the HOMO-LUMO gap (spin up / spin down), the calculation gives 5.012 / 6.665 eV. Its expectation value of S² is 8.78. Its multiplicity is 6. Its total charge is +1. The relative energy (zero: lowest compared OMol25 entry of this formula, charge and spin) is 43.9 kJ/mol.

Element x y z (Å)
C1 1.0333 -1.1020 -0.9541
C2 0.0192 -2.1278 -1.0835
C3 -0.9315 -1.6860 -2.0636
H1 -0.0137 -3.0624 -0.5317
C4 -0.5275 -0.4068 -2.5527
C5 0.6913 -0.0322 -1.8708
H2 1.3077 0.8305 -2.0833
H3 1.9371 -1.1534 -0.3580
H4 -1.8296 -2.2269 -2.3485
H5 -1.0336 0.1827 -3.3040
Ru1 -0.7730 -0.1126 -0.2906
Si1 -3.8185 0.2315 0.9082
C6 -3.6964 -1.4880 1.6504
C7 -4.2689 -1.6833 2.9142
H6 -4.7985 -0.8647 3.3933
C8 -4.1397 -2.9149 3.5474
H7 -4.5633 -3.0456 4.5485
C9 -3.4808 -3.9751 2.9316
H8 -3.4023 -4.9454 3.4193
C10 -2.9297 -3.7911 1.6699
H9 -2.4398 -4.6068 1.1446
C11 -2.9682 -2.5292 1.0711
H10 -2.4228 -2.3589 0.1380
C12 -4.2481 -0.6625 -1.0549
C13 -4.3531 -2.0994 -1.6247
H11 -3.9269 -2.9487 -1.0882
C14 -4.6536 -2.2931 -3.0247
H12 -5.0914 -3.2280 -3.3560
C15 -4.4007 -1.2839 -3.9371
H13 -4.5296 -1.4531 -5.0176
C16 -4.0011 -0.0298 -3.4739
H14 -3.7591 0.7284 -4.2135
C17 -3.9670 0.2794 -2.1132
H15 -3.7096 1.3126 -1.8430
H16 -2.5267 0.4569 -0.0080
Si2 -5.9653 -1.4789 -0.7789
C18 -7.3115 -0.8022 -1.8228
C19 -8.2642 -1.7126 -2.3111
H17 -8.5508 -2.5844 -1.7217
C20 -8.7730 -1.5132 -3.5892
H18 -9.3948 -2.2769 -4.0449
C21 -8.4376 -0.3486 -4.2971
H19 -8.7421 -0.2387 -5.3425
C22 -7.6880 0.6636 -3.6843
H20 -7.4462 1.5766 -4.2198
C23 -7.2036 0.4771 -2.3913
H21 -6.6861 1.2823 -1.8622
C24 -6.6266 -2.7059 0.4925
C25 -6.4166 -4.0778 0.2594
H22 -5.8713 -4.3954 -0.6328
C26 -6.8639 -5.0462 1.1662
H23 -6.6552 -6.0975 0.9791
C27 -7.5418 -4.6671 2.3257
H24 -7.8653 -5.4206 3.0484
C28 -7.7746 -3.3054 2.5650
H25 -8.2851 -3.0150 3.4826
C29 -7.3247 -2.3379 1.6619
H26 -7.4771 -1.2841 1.8848
H27 -3.0343 0.9388 1.9536
Cl1 -5.4342 1.5494 0.9757
C30 -1.3489 3.1323 1.2850
P1 -0.3797 2.1255 0.1113
C31 -0.1995 3.1382 -1.3694
C32 1.2563 2.0352 0.9912
C33 2.2764 2.9642 0.8153
C34 3.4841 2.7971 1.5084
C35 3.6650 1.7103 2.3613
C36 2.6406 0.7579 2.5194
C37 1.4418 0.9016 1.8192
P2 0.0558 -0.3144 1.8367
C38 0.7637 -1.9165 2.2933
C39 -0.9800 0.1281 3.2549
H28 -2.3638 2.7565 1.3459
H29 -1.3624 4.1583 0.9136
H30 -0.8879 3.1294 2.2801
H31 -0.3246 4.2010 -1.1122
H32 0.7805 2.9749 -1.8401
H33 -0.9931 2.8465 -2.0768
H34 2.1156 3.8241 0.1625
H35 4.2717 3.5338 1.3880
H36 4.6138 1.5752 2.8873
H37 2.7942 -0.1135 3.1635
H38 1.0303 -1.9376 3.3617
H39 0.0130 -2.6959 2.1029
H40 1.6561 -2.1346 1.7021
H41 -0.4710 -0.1195 4.1933
H42 -1.2172 1.1925 3.2641
H43 -1.9156 -0.4393 3.2001

A molecular structure, C39H43FHfN7O4. Source: OMol25; level of theory: wB97M-V/def2-TZVPD.

The value obtained for the LUMO energy is -7.46 eV. For the HOMO-LUMO gap, the calculation gives 7.755 eV. Its total charge is +3. The relative energy (zero: lowest compared OMol25 entry of this formula, charge and spin) is 155.3 kJ/mol.

Element x y z (Å)
Hf1 -0.2273 -2.5024 -0.1881
C1 -5.3640 2.5856 2.1235
C2 -4.5407 1.7181 3.0720
N1 -3.4140 1.1339 2.3526
C3 -3.5488 -0.1022 1.8707
C4 -2.6192 -0.7324 1.0793
C5 -2.9502 -2.1192 0.5878
O1 -4.0899 -2.3919 0.2795
O2 -1.9569 -2.9512 0.4996
C6 -1.4440 -0.0474 0.6785
O3 -0.5828 -0.5254 -0.1454
C7 -1.2929 1.2747 1.2237
C8 -0.1257 2.0130 0.9741
C9 0.0488 3.2681 1.4764
F1 1.2334 3.8586 1.2114
C10 -0.9553 3.9342 2.2331
C11 -2.0790 3.1587 2.5343
C12 -2.2809 1.8599 2.0528
N2 -0.8456 5.2463 2.6126
C13 -1.9063 5.9841 3.2603
C14 -2.1517 7.3431 2.5931
N3 -0.8778 8.1046 2.3825
C15 0.2781 7.4023 2.9953
C16 0.3873 6.0023 2.4128
H1 -6.1913 3.0467 2.6540
H2 -5.7731 1.9683 1.3286
H3 -4.7572 3.3678 1.6729
H4 -5.1609 0.9085 3.4603
H5 -4.1757 2.2833 3.9299
H6 -4.4581 -0.6387 2.1059
H7 0.6551 1.5704 0.3758
H8 -2.8199 3.5624 3.1981
H9 -1.6977 6.1179 4.3273
H10 -2.8448 5.4405 3.1808
H11 -2.8239 7.9155 3.2332
H12 -2.6409 7.1999 1.6297
H13 -0.9560 9.0543 2.7662
H14 -0.7058 8.2082 1.3745
H15 0.1372 7.3759 4.0755
H16 1.1961 7.9529 2.7863
H17 1.2346 5.5072 2.8993
H18 0.6185 6.0724 1.3423
C17 8.1382 -1.0109 -1.5596
C18 6.6940 -1.1154 -1.2569
C19 6.0858 -2.3371 -0.9743
C20 4.7405 -2.4395 -0.6822
C21 4.1745 -3.7793 -0.3618
C22 3.9374 -1.2510 -0.6608
C23 2.5523 -1.2690 -0.4118
O4 1.7983 -2.2769 -0.2511
C24 4.5623 0.0119 -0.9496
C25 3.7932 1.2984 -0.9619
C26 5.9019 0.0421 -1.2442
H19 8.6199 -1.9817 -1.6023
H20 8.6299 -0.4068 -0.7966
H21 8.2921 -0.4945 -2.5060
H22 6.6863 -3.2340 -0.9799
H23 4.8599 -4.5666 -0.6624
H24 3.2134 -3.9447 -0.8470
H25 4.0232 -3.8698 0.7158
H26 2.0462 -0.2929 -0.3717
H27 2.9546 1.2513 -1.6552
H28 4.4446 2.1089 -1.2787
H29 3.4182 1.5387 0.0328
H30 6.3707 0.9866 -1.4779
N4 0.2627 -4.6577 -0.0704
C27 0.8364 -4.6234 0.9545
C28 1.3733 -4.1833 2.1388
C29 0.7843 -2.9439 2.2605
N5 0.2000 -1.9561 2.0366
C30 2.4701 -4.6644 2.8719
N6 3.4088 -4.9968 3.4344
C31 -1.8280 -5.7341 -2.2950
N7 -3.0339 -5.0512 -2.7919
C32 -3.2499 -5.3392 -4.2200
C33 -3.0060 -3.5840 -2.4777
C34 -1.8322 -2.8438 -3.0893
C35 -1.9490 -2.4639 -4.4291
C36 -0.9259 -1.7968 -5.0759
C37 0.2273 -1.4882 -4.3765
C38 0.3283 -1.8277 -3.0350
C39 -0.6777 -2.5242 -2.3382
H31 -1.9251 -6.8100 -2.4258
H32 -1.6767 -5.5151 -1.2379
H33 -0.9608 -5.3834 -2.8524
H34 -3.8436 -5.4253 -2.2853
H35 -2.4011 -4.9871 -4.8020
H36 -4.1529 -4.8468 -4.5777
H37 -3.3547 -6.4119 -4.3733
H38 -2.9873 -3.4991 -1.3898
H39 -3.9426 -3.1477 -2.8401
H40 -2.8621 -2.6625 -4.9740
H41 -1.0321 -1.5116 -6.1102
H42 1.0313 -0.9643 -4.8701
H43 1.2510 -1.5530 -2.5289

Calculated values (eV) of calculated total energy for the records, taken in order: -196921.400 -159704.665 -104248.869 -90567.115 -63764.507.